No. 1
Here is 6 unconnected molecules or ions with the total composition C16H33FIO10PS5 at a distorted geometry from the Open Molecules 2025 dataset. Energies are from ωB97M-V/def2-TZVPD.

The LUMO energy is -0.0483 Ha. The value obtained for the orbital gap is 7.1 eV.

Structure (ORCA input):
```
! RIJCOSX wB97M-V def2-TZVPD def2/J DEFGRID3
* xyz 0 1
O -3.640 -2.003 -5.757
C -2.862 -1.319 -5.051
F -2.018 -1.927 -4.034
C -2.567 0.177 -5.448
C -3.428 1.366 -4.874
C -2.981 2.427 -3.965
P -1.365 2.593 -2.978
O -1.668 1.303 -1.840
I 0.697 1.931 -4.051
C -4.136 3.468 -4.135
O -3.816 4.644 -4.338
O -5.406 3.035 -4.642
C -4.983 1.694 -4.983
O -5.761 0.766 -4.803
H -2.813 0.222 -6.593
H -1.462 0.439 -5.420
H -1.644 0.434 -2.283
C 1.020 1.206 1.720
S 0.351 -0.450 1.458
O 0.268 -0.679 -0.018
C -1.317 -0.069 2.039
H 2.057 1.216 1.386
H 0.446 1.934 1.143
H 0.980 1.452 2.781
H -1.743 0.740 1.442
H -1.279 0.220 3.091
H -1.933 -0.962 1.932
C 4.271 1.716 5.053
S 3.769 3.147 4.073
O 2.986 2.638 2.905
C 5.425 3.557 3.479
H 3.378 1.270 5.495
H 4.765 0.981 4.414
H 4.946 2.037 5.848
H 5.847 2.708 2.938
H 6.063 3.817 4.326
H 5.349 4.413 2.807
C 2.567 2.759 8.800
S 1.896 1.102 8.539
O 1.818 0.877 7.064
C 0.229 1.484 9.118
H 3.605 2.768 8.466
H 1.995 3.488 8.222
H 2.526 3.007 9.862
H -0.197 2.292 8.520
H 0.265 1.773 10.170
H -0.387 0.590 9.010
C -3.752 -5.728 -2.305
S -3.278 -5.428 -0.588
O -4.252 -6.158 0.279
C -3.741 -3.683 -0.573
H -3.582 -6.782 -2.531
H -4.808 -5.492 -2.448
H -3.137 -5.114 -2.966
H -4.798 -3.575 -0.824
H -3.126 -3.137 -1.292
H -3.564 -3.287 0.427
C 3.279 -2.579 -4.600
S 3.421 -1.356 -5.921
O 2.697 -0.127 -5.472
C 2.348 -2.219 -7.089
H 3.849 -2.226 -3.739
H 2.232 -2.702 -4.316
H 3.691 -3.532 -4.939
H 1.359 -2.365 -6.650
H 2.790 -3.183 -7.347
H 2.258 -1.611 -7.990
*
```

***

No. 2
Here is a molecular structure, C16H33HgNO9S2 at a distorted geometry from the Open Molecules 2025 dataset. Energies are from ωB97M-V/def2-TZVPD.

The LUMO energy is -0.2336 Ha. The value obtained for the orbital gap is 1.7 eV. For the relative energy (zero: lowest compared OMol25 entry of this formula, charge and spin), the calculation gives 11.675 eV.

Structure (ORCA input):
```
! RIJCOSX wB97M-V def2-TZVPD def2/J DEFGRID3
* xyz 0 1
Hg -18.052 -26.620 -30.639
C -24.522 -27.239 -27.714
C -23.150 -27.247 -28.399
O -22.829 -26.232 -29.053
O -22.244 -28.075 -28.281
H -24.270 -26.891 -26.712
H -24.877 -28.239 -27.465
H -25.254 -26.592 -28.197
C -13.393 -24.795 -35.504
C -14.319 -25.023 -34.331
O -13.875 -25.242 -33.198
O -15.550 -24.838 -34.524
H -12.546 -24.133 -35.321
H -14.051 -24.352 -36.251
H -13.119 -25.722 -36.007
C -16.255 -33.135 -31.944
C -16.869 -31.792 -32.259
C -18.316 -31.929 -32.924
O -18.968 -30.631 -32.984
C -20.072 -30.585 -33.829
N -16.941 -30.905 -31.087
H -15.301 -32.942 -31.453
H -16.018 -33.734 -32.823
H -16.833 -33.608 -31.149
H -16.159 -31.243 -32.878
H -18.877 -32.768 -32.513
H -18.241 -32.173 -33.984
H -19.943 -31.179 -34.734
H -20.109 -29.519 -34.054
H -20.958 -30.831 -33.244
H -17.510 -31.327 -30.367
H -16.061 -31.044 -30.611
C -16.797 -21.187 -22.934
C -18.188 -21.264 -23.590
C -18.620 -22.705 -23.442
S -17.161 -23.664 -23.938
O -17.188 -23.933 -25.386
O -17.035 -24.695 -22.850
C -15.997 -22.293 -23.607
H -16.931 -21.285 -21.857
H -16.393 -20.176 -22.994
H -18.230 -20.890 -24.613
H -18.808 -20.476 -23.163
H -19.443 -23.017 -24.085
H -18.860 -22.971 -22.412
H -15.822 -21.738 -24.528
H -15.086 -22.738 -23.206
C -14.970 -18.215 -33.851
C -16.306 -17.533 -34.160
C -17.354 -18.478 -33.408
S -16.666 -18.930 -31.753
O -17.085 -20.264 -31.363
O -16.858 -17.818 -30.835
C -14.903 -18.791 -32.406
H -14.086 -17.577 -33.881
H -14.726 -18.960 -34.609
H -16.491 -17.449 -35.231
H -16.347 -16.457 -33.989
H -17.617 -19.446 -33.834
H -18.376 -18.123 -33.277
H -14.697 -19.861 -32.454
H -14.358 -18.337 -31.578
*
```

***

No. 3
Here is a molecular structure, C16H33MgNO8S2 at a distorted geometry from the Open Molecules 2025 dataset. Energies are from ωB97M-V/def2-TZVPD.

The LUMO energy (alpha / beta) is -0.2015 / -0.1993 Ha. The value obtained for the orbital gap (alpha / beta) is 6.1 / 6.2 eV.

Structure (ORCA input):
```
! RIJCOSX wB97M-V def2-TZVPD def2/J DEFGRID3
* xyz 1 2
Mg 0.568 0.934 1.111
C -0.601 0.425 -0.659
O -0.699 -0.459 0.241
O 0.627 0.677 -0.732
O -0.868 1.448 -0.013
C 0.607 2.853 -3.380
C 0.175 4.241 -3.400
N -0.167 5.310 -3.499
H 1.573 2.867 -2.876
H 0.590 2.321 -4.331
H -0.081 2.426 -2.650
C -2.435 2.192 3.064
S -1.601 0.484 3.334
O -0.155 0.601 2.791
C -1.344 0.398 5.191
H -1.894 2.948 3.633
H -3.451 1.921 3.352
H -2.513 2.506 2.024
H -2.340 0.529 5.615
H -0.664 1.223 5.401
H -0.992 -0.594 5.473
C 3.247 -2.034 3.213
S 2.932 -1.411 1.560
O 2.035 -0.192 1.637
C 4.678 -0.767 1.251
H 3.866 -1.315 3.749
H 3.340 -3.118 3.283
H 2.275 -1.908 3.691
H 4.624 -0.342 0.249
H 5.347 -1.591 1.500
H 4.998 -0.030 1.987
C 1.794 -2.767 -1.647
C 3.118 -2.072 -2.069
O 4.193 -2.612 -1.889
C 2.942 -0.873 -2.957
H 1.194 -2.896 -2.548
H 1.219 -2.030 -1.087
H 2.007 -3.659 -1.059
H 2.926 -1.276 -3.969
H 3.814 -0.225 -2.879
H 2.039 -0.290 -2.773
C -1.319 -4.299 -0.696
C -0.789 -4.672 0.581
O -0.987 -5.816 0.939
C 0.233 -3.798 1.195
H -2.383 -4.528 -0.766
H -0.755 -4.792 -1.488
H -1.133 -3.241 -0.879
H -0.218 -3.427 2.115
H 0.472 -2.945 0.559
H 1.113 -4.423 1.346
C -5.047 4.681 -1.926
C -4.423 3.269 -2.049
O -5.083 2.305 -1.737
C -2.980 3.215 -2.484
H -5.705 4.781 -2.789
H -4.349 5.508 -2.054
H -5.588 4.762 -0.984
H -2.469 4.081 -2.063
H -2.978 3.229 -3.574
H -2.539 2.267 -2.178
*
```

***

No. 4
Here is a molecular structure, C16H34AsBCrNO6S2Si3 from the Open Molecules 2025 dataset. Energies are from ωB97M-V/def2-TZVPD.

The LUMO energy (alpha / beta) is 0.0911 / 0.0913 Ha. The value obtained for the orbital gap (alpha / beta) is 8.4 / 9.2 eV. For the relative energy (zero: lowest compared OMol25 entry of this formula, charge and spin), the calculation gives 0.142 eV.

Structure (ORCA input):
```
! RIJCOSX wB97M-V def2-TZVPD def2/J DEFGRID3
* xyz -1 5
Cr 0.676 0.081 0.470
O -1.526 3.334 -0.372
S -0.413 2.588 0.144
O 0.496 2.016 -0.851
O -0.802 1.467 1.047
C 0.498 3.726 1.195
C 0.097 5.052 1.089
C 0.681 6.045 1.860
C 1.679 5.710 2.758
C 2.090 4.391 2.865
C 1.520 3.386 2.095
S 2.222 1.740 2.351
O 1.192 0.908 2.972
O 3.403 1.957 3.146
O 2.499 1.252 0.986
H -0.695 5.294 0.396
H 0.349 7.069 1.754
H 2.145 6.467 3.375
H 2.883 4.116 3.546
B 3.056 -3.096 -2.214
C 2.301 -2.027 -1.336
N 1.724 -1.252 -0.702
H 2.208 -3.857 -2.635
H 3.611 -2.503 -3.112
H 3.842 -3.666 -1.485
C 2.418 -3.027 2.629
Si 0.719 -2.830 3.375
C -0.018 -4.479 3.897
C 0.773 -1.699 4.861
As -0.610 -1.835 1.704
Si -2.564 -1.099 2.762
C -3.283 -2.447 3.861
C -2.156 0.377 3.827
C -3.760 -0.633 1.398
Si -1.224 -3.534 0.187
C 0.194 -4.724 -0.061
C -2.711 -4.486 0.833
C -1.717 -2.693 -1.407
H 3.125 -3.427 3.361
H 2.786 -2.051 2.303
H 2.408 -3.694 1.766
H 0.596 -4.925 4.684
H -0.064 -5.187 3.072
H -1.025 -4.345 4.296
H 1.524 -2.078 5.562
H -0.184 -1.666 5.386
H 1.066 -0.694 4.559
H -2.658 -2.577 4.747
H -3.376 -3.413 3.362
H -4.278 -2.146 4.202
H -1.458 0.110 4.622
H -3.073 0.750 4.294
H -1.709 1.172 3.232
H -4.104 -1.508 0.843
H -3.281 0.060 0.704
H -4.638 -0.137 1.820
H 0.349 -5.338 0.825
H 1.124 -4.216 -0.310
H -0.030 -5.393 -0.896
H -2.483 -5.020 1.758
H -3.008 -5.227 0.084
H -3.570 -3.835 1.009
H -0.929 -2.032 -1.771
H -2.631 -2.111 -1.273
H -1.901 -3.446 -2.178
*
```

***

Q: Number 4 is which compound?
A: C16H34AsBCrNO6S2Si3